DFT (ωB97M-V/def2-TZVPD) results for 5 unconnected molecules or ions with the total composition C41H71F12NO14PS6.

Each atom is followed by the atoms it is bonded to, with distances in Å.
Geometry (Å):
1 S 3.7192 -6.0892 3.9789  O20 1.442, O22 1.436, C36 1.791, C70 1.800
2 S -4.6227 2.9759 -2.8736  O26 1.442, O27 1.439, C45 1.790, C69 1.796
3 S -0.0426 2.0320 -6.7945  O21 1.444, O23 1.445, C55 1.791, C66 1.795
4 S -5.9614 -4.3104 2.9707  F8 1.572, F11 1.597, F12 1.592, F13 1.579, F17 1.568, C50 1.901
5 S 6.3831 4.7231 -3.2056  O24 1.439, O32 1.442, C39 1.788, C68 1.800
6 S -1.3294 -2.3069 -1.1034  P7 2.337, O28 1.460, O33 1.455, C72 1.900
7 P -0.0558 -1.1800 0.4998  S6 2.337, O25 1.700, O31 1.779, C46 1.873, C48 1.909, H125 1.436
8 F -4.7121 -5.0111 3.6174  S4 1.572
9 F -2.1733 -4.8250 -1.0471  C72 1.341
10 F -4.1038 -1.2321 4.7872  C59 1.370
11 F -6.8764 -4.9007 4.1383  S4 1.597
12 F -7.2762 -3.6810 2.3306  S4 1.592
13 F -6.2343 -5.6213 2.1346  S4 1.579
14 F -5.5396 -3.1610 5.2719  C50 1.338
15 F -6.7177 -1.9647 3.9547  C50 1.330
16 F -2.2998 -3.8941 0.8825  C72 1.328
17 F -5.1113 -3.7592 1.7745  S4 1.568
18 F -3.3120 -2.7570 3.4802  C59 1.336
19 F -3.7423 -3.4233 -0.6562  C72 1.333
20 O 5.1380 -6.2103 3.7544  S1 1.442
21 O 1.3994 2.0871 -6.8447  S3 1.444
22 O 2.9973 -4.8996 3.6224  S1 1.436
23 O -0.8435 3.0280 -7.4688  S3 1.445
24 O 5.1576 4.7613 -2.4532  S5 1.439
25 O -1.2992 -1.1278 1.6583  P7 1.700, C56 1.396
26 O -4.5617 3.9879 -1.8477  S2 1.442
27 O -3.4532 2.2213 -3.2394  S2 1.439
28 O -2.2383 -1.4883 -1.9010  S6 1.460
29 O 0.4686 3.3676 0.8353  C38 1.415, C53 1.433
30 O 2.5025 -0.3712 1.2437  C48 1.421, C62 1.411
31 O -0.7851 0.2294 -0.3053  P7 1.779, C73 1.369
32 O 7.6373 5.1282 -2.6212  S5 1.442
33 O -0.3800 -2.9926 -1.9671  S6 1.455
34 N -3.0477 0.9796 -0.6035  C73 1.493, H100 1.014, H129 1.014
35 C 4.8723 1.8544 -0.6277  C51 1.539, H96 1.090, H109 1.089, H132 1.085
36 C 2.9041 -7.5133 3.2621  S1 1.791, C37 1.525, H76 1.087, H124 1.090
37 C 2.9033 -8.5515 4.3793  C36 1.525, C47 1.535, H80 1.089, H121 1.092
38 C 0.5585 4.2324 1.9516  O29 1.415, C54 1.503, H120 1.094, H141 1.090
39 C 6.5590 3.0979 -3.9310  S5 1.788, C49 1.526, H114 1.090, H140 1.088
40 C 3.0141 3.9386 2.4569  C43 1.395, C54 1.397, H136 1.083
41 C -6.3169 2.5815 -4.8319  C45 1.526, C58 1.536, H104 1.092, H143 1.089
42 C 0.2803 -1.6358 4.5445  C74 1.535, H81 1.088, H94 1.089, H116 1.092
43 C 4.0513 3.5226 3.2915  C40 1.395, C60 1.399, H133 1.081
44 C -0.8116 3.1671 -1.1664  C53 1.513, H82 1.084, H103 1.086, H126 1.091
45 C -5.3575 3.6663 -4.3522  S2 1.790, C41 1.526, H128 1.090, H134 1.088
46 C 0.6907 -2.7906 1.0957  P7 1.873, C75 1.536, H83 1.092, H122 1.086
47 C 2.5282 -7.7902 5.6583  C37 1.535, C70 1.534, H91 1.089, H146 1.092
48 C 1.1402 -0.0045 1.4113  P7 1.909, O30 1.421, H97 1.086, H118 1.093
49 C 5.8379 3.2046 -5.2714  C39 1.526, C71 1.535, H77 1.092, H130 1.089
50 C -5.6428 -2.7462 4.0037  S4 1.901, F14 1.338, F15 1.330, C59 1.557
51 C 4.3790 1.0060 0.5576  C35 1.539, C62 1.519, H101 1.086, H108 1.090
52 C -4.5264 -0.9323 2.5314  C59 1.512, C63 1.531, H99 1.086, H106 1.088
53 C -0.8699 3.2248 0.3440  O29 1.433, C44 1.513, C61 1.548, H84 1.095
54 C 1.6807 3.7648 2.8352  C38 1.503, C40 1.397, C67 1.399
55 C -0.5683 0.3988 -7.3095  S3 1.791, C57 1.527, H93 1.090, H123 1.088
56 C -2.3904 -0.3668 1.2343  O25 1.396, C63 1.527, C73 1.568, H131 1.094
57 C -0.5988 -0.4119 -6.0161  C55 1.527, C65 1.533, H98 1.089, H107 1.092
58 C -7.0242 2.0578 -3.5735  C41 1.536, C69 1.535, H92 1.092, H135 1.089
59 C -4.3590 -1.9430 3.6440  F10 1.370, F18 1.336, C50 1.557, C52 1.512
60 C 3.7870 2.9149 4.5232  C43 1.399, C64 1.395, H112 1.078
61 C -1.6292 2.0885 1.0718  C53 1.548, C73 1.532, H85 1.087, H113 1.094
62 C 3.1142 0.2721 0.1466  O30 1.411, C51 1.519, H102 1.091, H111 1.097
63 C -3.3230 0.0032 2.3860  C52 1.531, C56 1.527, H105 1.085, H115 1.089
64 C 2.4561 2.7264 4.8979  C60 1.395, C67 1.394, H110 1.081
65 C -1.2360 0.5054 -4.9667  C57 1.533, C66 1.532, H89 1.090, H138 1.092
66 C -0.5677 1.8790 -5.0849  S3 1.795, C65 1.532, H78 1.089, H119 1.087
67 C 1.4220 3.1431 4.0613  C54 1.399, C64 1.394, H79 1.083
68 C 6.1268 5.6056 -4.7530  S5 1.800, C71 1.534, H95 1.088, H137 1.087
69 C -5.9468 1.8194 -2.5069  S2 1.796, C58 1.535, H86 1.086, H88 1.089
70 C 3.3720 -6.5096 5.6944  S1 1.800, C47 1.534, H90 1.087, H139 1.088
71 C 6.2537 4.5573 -5.8663  C49 1.535, C68 1.534, H87 1.089, H142 1.092
72 C -2.4554 -3.6745 -0.4176  S6 1.900, F9 1.341, F16 1.328, F19 1.333
73 C -1.8773 0.7862 0.3033  O31 1.369, N34 1.493, C56 1.568, C61 1.532
74 C 1.1934 -2.4706 3.6352  C42 1.535, C75 1.539, H144 1.087, H145 1.084
75 C 0.4350 -3.2430 2.5409  C46 1.536, C74 1.539, H117 1.092, H127 1.089
76 H 3.4448 -7.8264 2.3724  C36 1.087
77 H 4.7575 3.1856 -5.1156  C49 1.092
78 H 0.3190 1.9535 -4.4579  C66 1.089
79 H 0.3905 2.9812 4.3501  C67 1.083
80 H 2.2047 -9.3606 4.1702  C37 1.089
81 H -0.2665 -2.2601 5.2485  C42 1.088
82 H -1.8071 3.2810 -1.5795  C44 1.084
83 H 0.2996 -3.5878 0.4595  C46 1.092
84 H -1.3889 4.1559 0.5941  C53 1.095
85 H -2.5650 2.4868 1.4556  C61 1.087
86 H -6.3079 2.0102 -1.5001  C69 1.086
87 H 5.6414 4.8245 -6.7264  C71 1.089
88 H -5.5298 0.8154 -2.5641  C69 1.089
89 H -1.1256 0.1029 -3.9601  C65 1.090
90 H 2.8442 -5.6790 6.1562  C70 1.087
91 H 2.6937 -8.3929 6.5507  C47 1.089
92 H -7.7372 2.8055 -3.2192  C58 1.092
93 H -1.5651 0.4974 -7.7388  C55 1.090
94 H -0.4236 -1.0292 3.9775  C42 1.089
95 H 5.1305 6.0418 -4.7212  C68 1.088
96 H 4.0082 2.2127 -1.1865  C35 1.090
97 H 0.9763 1.0060 1.0497  C48 1.086
98 H -1.1585 -1.3377 -6.1386  C57 1.089
99 H -4.7940 -1.3991 1.5875  C52 1.086
100 H -3.3309 1.9516 -0.5457  N34 1.014
101 H 4.2422 1.5748 1.4720  C51 1.086
102 H 2.4296 0.9148 -0.4082  C62 1.091
103 H -0.3304 2.2698 -1.5438  C44 1.086
104 H -5.7561 1.7718 -5.3039  C41 1.092
105 H -3.7137 1.0067 2.2553  C63 1.085
106 H -5.3839 -0.3339 2.8339  C52 1.088
107 H 0.4175 -0.6715 -5.7129  C57 1.092
108 H 5.1443 0.2583 0.7669  C51 1.090
109 H 5.4430 1.2107 -1.2961  C35 1.089
110 H 2.2519 2.2491 5.8458  C64 1.081
111 H 3.4316 -0.5122 -0.5524  C62 1.097
112 H 4.6002 2.6171 5.1655  C60 1.078
113 H -1.0196 1.8472 1.9480  C61 1.094
114 H 7.6243 2.9117 -4.0651  C39 1.090
115 H -2.7235 0.0432 3.2941  C63 1.089
116 H 0.9068 -0.9367 5.1033  C42 1.092
117 H 0.7853 -4.2760 2.6011  C75 1.092
118 H 0.8772 0.0222 2.4719  C48 1.093
119 H -1.2536 2.6893 -4.8512  C66 1.087
120 H 0.7944 5.2458 1.6120  C38 1.094
121 H 3.9003 -8.9853 4.4853  C37 1.092
122 H 1.7643 -2.7974 0.9310  C46 1.086
123 H 0.1248 0.0148 -8.0548  C55 1.088
124 H 1.8907 -7.2110 2.9984  C36 1.090
125 H 0.9113 -1.2011 -0.5612  P7 1.436
126 H -0.2300 4.0219 -1.5134  C44 1.091
127 H -0.6201 -3.2786 2.8094  C75 1.089
128 H -5.8910 4.5709 -4.0618  C45 1.090
129 H -2.7495 0.8579 -1.5647  N34 1.014
130 H 6.0964 2.3760 -5.9287  C49 1.089
131 H -3.0326 -0.9034 0.5292  C56 1.094
132 H 5.4688 2.7123 -0.3344  C35 1.085
133 H 5.0845 3.6696 3.0086  C43 1.081
134 H -4.5737 3.9066 -5.0675  C45 1.088
135 H -7.5812 1.1440 -3.7748  C58 1.089
136 H 3.2686 4.4191 1.5209  C40 1.083
137 H 6.8734 6.3912 -4.8358  C68 1.087
138 H -2.3056 0.6013 -5.1624  C65 1.092
139 H 4.3258 -6.6666 6.1943  C70 1.088
140 H 6.1288 2.3576 -3.2604  C39 1.088
141 H -0.3640 4.2271 2.5328  C38 1.090
142 H 7.2906 4.5033 -6.2055  C71 1.092
143 H -7.0237 2.9717 -5.5630  C41 1.089
144 H 2.0049 -1.8534 3.2573  C74 1.087
145 H 1.6573 -3.1977 4.2916  C74 1.084
146 H 1.4680 -7.5317 5.6292  C47 1.092

Output
- Total charge: -1
- HOMO-LUMO gap: 6.94 eV
- LUMO energy: 1.85 eV
- HOMO level: -5.1 eV